(1)
Formula: C18H18BrO16Pd
Source: the OMol25 dataset
Level of theory: wB97M-V/def2-TZVPD

**HOMO (alpha / beta)**: -0.1288 / -0.1278 hartree
**2S+1**: 3
**Frontier orbital gap (alpha / beta)**: 5.52 / 5.49 eV
**⟨S²⟩**: 2.0043
**Relative energy (zero: lowest compared OMol25 entry of this formula, charge and spin)**: 59.76 kJ/mol
**Lowest unoccupied orbital energy (alpha / beta)**: 2.02 / 2.02 eV
**Net charge**: -1

Last column: natural (NBO) charge in e.
Cartesian coordinates (Å):
Pd (-0.694, 0.490, -0.554)  1.32
Br (-2.738, 1.744, 0.605)  -0.78
C (-1.262, -3.544, -1.946)  -0.50
C (-0.455, -4.698, -1.768)  0.44
C (1.061, -4.453, -1.401)  0.44
O (1.753, -5.429, -1.136)  -0.62
C (1.521, -3.098, -1.233)  -0.53
C (0.633, -2.054, -1.254)  0.46
C (-0.805, -2.278, -1.609)  0.38
O (-1.602, -1.281, -1.600)  -0.70
O (1.012, -0.858, -0.938)  -0.78
O (-0.817, -5.869, -1.816)  -0.62
H (-2.329, -3.655, -2.098)  0.20
H (2.566, -2.964, -0.986)  0.20
C (-1.128, -5.051, 2.487)  -0.09
C (-0.897, -4.214, 3.739)  -0.10
O (-0.879, -2.871, 3.295)  -0.50
C (-0.835, -2.863, 1.930)  0.98
O (-0.752, -1.908, 1.246)  -0.56
O (-0.855, -4.122, 1.453)  -0.46
H (-2.171, -5.361, 2.367)  0.18
H (-0.521, -5.949, 2.427)  0.21
H (0.111, -4.450, 4.124)  0.16
H (-1.503, -4.431, 4.619)  0.19
C (2.944, -0.173, 3.882)  -0.10
C (1.630, -0.319, 4.690)  -0.10
O (0.681, 0.377, 3.860)  -0.49
C (1.169, 0.439, 2.601)  1.00
O (0.526, 0.679, 1.644)  -0.57
O (2.503, 0.217, 2.592)  -0.48
H (3.453, -1.134, 3.824)  0.19
H (3.637, 0.529, 4.345)  0.18
H (1.644, 0.225, 5.628)  0.19
H (1.322, -1.360, 4.746)  0.19
C (2.093, 5.203, -0.153)  -0.10
C (0.560, 5.319, -0.075)  -0.09
O (0.101, 4.002, -0.323)  -0.46
C (1.130, 3.200, -0.642)  0.99
O (1.031, 2.062, -0.955)  -0.57
O (2.314, 3.833, -0.480)  -0.48
H (2.565, 5.441, 0.798)  0.19
H (2.497, 5.821, -0.953)  0.18
H (0.172, 5.991, -0.841)  0.18
H (0.214, 5.649, 0.902)  0.20
C (-2.900, 3.340, -4.998)  -0.09
C (-1.557, 4.076, -4.903)  -0.09
O (-0.824, 3.286, -3.977)  -0.49
C (-1.659, 2.399, -3.376)  0.99
O (-1.334, 1.613, -2.566)  -0.56
O (-2.924, 2.540, -3.840)  -0.47
H (-2.933, 2.686, -5.873)  0.18
H (-3.715, 4.051, -5.131)  0.19
H (-1.635, 5.076, -4.476)  0.18
H (-1.119, 4.099, -5.900)  0.19



(2)
Formula: C18H18Cl2N3O3PdS2
Source: the OMol25 dataset
Level of theory: wB97M-V/def2-TZVPD

**HOMO (alpha / beta)**: -0.4019 / -0.4061 hartree
**2S+1**: 5
**Frontier orbital gap (alpha / beta)**: 7.96 / 5.57 eV
**⟨S²⟩**: 6.0772
**Lowest unoccupied orbital energy (alpha / beta)**: -2.97 / -5.48 eV
**Net charge**: +1

Last column: natural (NBO) charge in e.
Cartesian coordinates (Å):
Pd (0.439, 0.084, -0.617)  0.89
O (-3.915, -1.800, -1.060)  -0.63
C (-4.218, -1.831, 0.234)  0.39
C (-5.510, -2.216, 0.602)  -0.28
C (-5.859, -2.277, 1.931)  -0.12
C (-4.937, -1.960, 2.938)  -0.26
C (-3.671, -1.565, 2.596)  -0.14
C (-3.284, -1.487, 1.244)  -0.20
C (-1.957, -1.030, 0.868)  0.61
O (-1.586, -1.008, -0.333)  -0.70
N (-1.155, -0.637, 1.904)  -0.25
N (0.007, -0.123, 1.563)  -0.37
C (0.734, 0.284, 2.583)  -0.08
S (0.137, 0.229, 4.210)  0.42
C (1.738, 0.700, 4.949)  -0.54
C (2.443, 1.633, 3.993)  -0.52
S (2.310, 0.921, 2.318)  0.41
H (-2.988, -1.502, -1.152)  0.51
H (-6.215, -2.460, -0.181)  0.24
H (-6.863, -2.575, 2.202)  0.23
H (-5.228, -2.024, 3.977)  0.23
H (-2.947, -1.309, 3.355)  0.23
H (2.303, -0.213, 5.127)  0.24
H (1.529, 1.185, 5.901)  0.26
H (3.503, 1.732, 4.220)  0.26
H (1.982, 2.619, 3.970)  0.24
Cl (1.054, 4.630, -2.538)  0.08
C (1.029, 3.239, -3.531)  0.00
C (1.220, 3.335, -4.891)  -0.24
C (1.186, 2.197, -5.690)  -0.14
C (0.947, 0.939, -5.130)  -0.24
C (0.758, 0.835, -3.782)  -0.01
Cl (0.452, -0.699, -3.028)  0.08
C (0.809, 1.968, -2.895)  -0.04
N (0.686, 1.835, -1.604)  -0.32
H (1.393, 4.307, -5.330)  0.25
H (1.346, 2.279, -6.755)  0.24
H (0.904, 0.056, -5.754)  0.25
C (3.774, -0.073, -1.222)  -0.64
C (3.626, -1.357, -0.435)  -0.06
O (2.227, -1.682, -0.293)  -0.77
H (4.803, 0.283, -1.186)  0.23
H (3.133, 0.698, -0.789)  0.21
H (3.500, -0.223, -2.266)  0.22
H (4.077, -1.242, 0.555)  0.17
H (4.127, -2.176, -0.954)  0.18
H (2.155, -2.518, 0.178)  0.49



(3)
Formula: C18H18Cl3GeIrN3Sb
Source: the OMol25 dataset
Level of theory: wB97M-V/def2-TZVPD

**HOMO (alpha / beta)**: -0.7057 / -0.7055 hartree
**2S+1**: 2
**Frontier orbital gap (alpha / beta)**: 7.78 / 6.35 eV
**⟨S²⟩**: 0.7574
**Relative energy (zero: lowest compared OMol25 entry of this formula, charge and spin)**: 5.56 kJ/mol
**Lowest unoccupied orbital energy (alpha / beta)**: -11.43 / -12.85 eV
**Net charge**: +3

Last column: natural (NBO) charge in e.
Cartesian coordinates (Å):
Ir (0.195, 0.081, 0.416)  0.89
C (0.298, 3.220, -0.763)  -0.68
C (-0.389, 2.228, -1.637)  0.29
C (-0.942, 2.627, -2.846)  -0.21
C (-1.568, 1.725, -3.677)  -0.05
C (-1.638, 0.382, -3.299)  -0.23
C (-1.084, 0.012, -2.101)  -0.13
N (-0.478, 0.913, -1.276)  -0.51
Sb (-1.109, -2.031, -1.462)  1.26
C (1.048, -2.031, -1.036)  -0.14
C (1.667, -3.146, -1.546)  -0.24
C (3.056, -3.241, -1.458)  -0.05
C (3.750, -2.210, -0.875)  -0.21
C (3.097, -1.096, -0.353)  0.30
C (3.903, -0.001, 0.230)  -0.67
N (1.741, -1.023, -0.423)  -0.50
C (-1.948, -1.531, 0.511)  -0.14
C (-2.966, -2.390, 0.843)  -0.24
C (-3.682, -2.161, 2.019)  -0.05
C (-3.348, -1.074, 2.789)  -0.21
C (-2.306, -0.219, 2.435)  0.30
C (-2.046, 0.966, 3.287)  -0.67
N (-1.595, -0.468, 1.301)  -0.50
H (0.283, 4.202, -1.227)  0.29
H (1.347, 2.947, -0.612)  0.24
H (-0.207, 3.310, 0.201)  0.24
H (-0.868, 3.670, -3.121)  0.27
H (-1.996, 2.051, -4.616)  0.28
H (-2.116, -0.346, -3.941)  0.27
H (1.096, -3.934, -2.018)  0.26
H (3.575, -4.106, -1.853)  0.28
H (4.829, -2.240, -0.807)  0.27
H (4.960, -0.246, 0.168)  0.28
H (3.666, 0.148, 1.279)  0.24
H (3.739, 0.927, -0.315)  0.25
H (-3.221, -3.226, 0.205)  0.26
H (-4.492, -2.819, 2.308)  0.28
H (-3.894, -0.851, 3.694)  0.27
H (-2.727, 0.964, 4.133)  0.28
H (-2.212, 1.884, 2.720)  0.26
H (-1.036, 0.967, 3.679)  0.24
Cl (1.224, -0.396, 2.564)  -0.17
Ge (1.223, 1.685, 1.892)  1.24
Cl (3.026, 2.725, 1.659)  -0.22
Cl (0.142, 3.153, 2.930)  -0.23



(4)
Formula: C18H18Cl5FeO5Se2
Source: the OMol25 dataset
Level of theory: wB97M-V/def2-TZVPD

**HOMO (alpha / beta)**: -0.1947 / -0.1947 hartree
**Frontier orbital gap (alpha / beta)**: 7.46 / 7.46 eV
**Relative energy (zero: lowest compared OMol25 entry of this formula, charge and spin)**: 0.00 kJ/mol
**Lowest unoccupied orbital energy (alpha / beta)**: 2.16 / 2.16 eV
**Net charge**: -1

Last column: natural (NBO) charge in e.
Cartesian coordinates (Å):
Fe (0.976, -0.491, 0.087)  0.99
O (-0.157, -0.271, -3.801)  -0.69
C (-0.060, -0.540, -2.607)  0.81
O (0.742, 0.024, -1.781)  -0.82
C (-1.049, -1.548, -1.989)  -0.36
C (-1.779, -0.872, -0.819)  0.08
C (-3.046, -1.635, -0.440)  -0.43
C (-2.460, -2.876, 0.277)  -0.42
C (-0.961, -2.617, 0.163)  0.08
O (-0.905, -1.171, 0.301)  -0.53
C (-0.459, -2.814, -1.273)  -0.35
C (1.072, -2.961, -1.262)  0.79
O (1.587, -3.814, -1.972)  -0.67
O (1.692, -2.213, -0.418)  -0.77
H (-1.746, -1.836, -2.775)  0.23
H (-1.876, 0.204, -0.903)  0.24
H (-3.635, -1.885, -1.321)  0.21
H (-3.667, -1.044, 0.234)  0.21
H (-2.739, -3.819, -0.194)  0.21
H (-2.761, -2.908, 1.324)  0.21
H (-0.336, -3.063, 0.931)  0.23
H (-0.857, -3.724, -1.719)  0.23
C (-0.665, 3.237, 1.648)  -0.79
Se (0.770, 2.160, 0.904)  0.37
C (1.165, 3.196, -0.702)  -0.58
C (0.017, 3.786, -1.510)  -0.58
Se (-1.498, 2.628, -1.924)  0.26
C (-1.413, 2.749, -3.858)  -0.78
H (-0.313, 4.256, 1.791)  0.21
H (-0.906, 2.794, 2.611)  0.24
H (-1.547, 3.221, 1.011)  0.22
H (1.742, 2.486, -1.295)  0.25
H (1.816, 4.022, -0.409)  0.21
H (0.421, 4.101, -2.473)  0.23
H (-0.384, 4.671, -1.018)  0.21
H (-0.425, 2.434, -4.187)  0.24
H (-1.661, 3.750, -4.201)  0.20
H (-2.131, 2.028, -4.243)  0.24
Cl (3.721, -0.265, 0.497)  0.04
C (2.970, -0.706, 2.017)  0.04
C (1.583, -0.691, 1.991)  -0.35
C (0.987, -0.789, 3.239)  -0.07
Cl (-0.748, -0.578, 3.364)  -0.02
C (1.705, -1.019, 4.414)  -0.09
Cl (0.901, -1.184, 5.937)  0.02
C (3.094, -1.115, 4.361)  -0.10
Cl (4.008, -1.421, 5.795)  0.02
C (3.745, -0.928, 3.143)  -0.13
Cl (5.469, -0.950, 3.055)  0.03



(5)
Formula: C18H18ClFN6O2S
Source: the OMol25 dataset
Level of theory: wB97M-V/def2-TZVPD

**HOMO**: -0.2983 hartree
**Structure (SMILES)**: CNc1nccc(-c2nc(C3CC3)[nH]c2-c2cc(F)cc(NS(C)(=O)=O)c2Cl)n1
**Frontier orbital gap**: 8.39 eV
**Relative energy (zero: lowest compared OMol25 entry of this formula, charge and spin)**: 297.56 kJ/mol
**Lowest unoccupied orbital energy**: 0.27 eV

Last column: natural (NBO) charge in e.
Cartesian coordinates (Å):
C (0.587, 0.259, 2.855)  -0.42
N (1.936, -0.194, 2.397)  -0.58
C (1.993, -0.766, 1.182)  0.53
N (3.207, -1.016, 0.993)  -0.48
C (3.513, -1.651, -0.174)  0.09
C (2.535, -1.651, -1.187)  -0.32
C (1.231, -1.201, -0.920)  0.24
C (0.199, -1.317, -1.981)  0.13
N (0.391, -1.786, -3.256)  -0.48
C (-0.747, -1.608, -3.916)  0.37
C (-0.880, -1.846, -5.387)  -0.28
C (0.379, -1.632, -6.216)  -0.41
C (-0.106, -3.069, -6.001)  -0.42
N (-1.664, -1.052, -3.094)  -0.50
C (-1.047, -0.750, -1.924)  0.10
C (-1.801, 0.025, -0.980)  -0.10
C (-3.032, -0.503, -0.511)  -0.28
C (-3.795, 0.177, 0.497)  0.47
F (-4.936, -0.445, 0.928)  -0.33
C (-3.391, 1.356, 0.962)  -0.35
C (-2.280, 2.115, 0.332)  0.20
N (-1.984, 3.455, 0.783)  -0.89
S (-2.837, 4.611, 1.667)  2.26
C (-1.956, 4.451, 3.235)  -0.85
O (-2.386, 5.870, 1.015)  -0.91
O (-4.239, 4.254, 1.700)  -0.90
C (-1.432, 1.259, -0.562)  0.01
Cl (0.004, 2.191, -1.153)  -0.03
N (1.032, -0.743, 0.318)  -0.51
H (0.328, 1.248, 2.362)  0.18
H (0.590, 0.579, 3.837)  0.20
H (-0.297, -0.368, 2.699)  0.21
H (2.643, -0.417, 3.099)  0.41
H (4.501, -1.986, -0.324)  0.20
H (2.761, -1.957, -2.168)  0.23
H (-1.790, -1.477, -5.810)  0.23
H (0.154, -1.474, -7.267)  0.21
H (1.311, -1.267, -5.713)  0.24
H (-0.307, -3.611, -6.951)  0.23
H (0.679, -3.469, -5.355)  0.24
H (-2.467, -0.546, -3.522)  0.43
H (-3.371, -1.495, -1.032)  0.24
H (-3.987, 1.680, 1.770)  0.25
H (-1.009, 3.812, 0.645)  0.44
H (-1.515, 3.487, 3.312)  0.25
H (-2.717, 4.601, 4.107)  0.26
H (-1.199, 5.119, 3.253)  0.25